# C20H28F3O2Re

A structure of composition C20H28F3O2Re at a distorted geometry (wB97M-V/def2-TZVPD, OMol25).

F_max, eV Å⁻¹: 4.33
2S+1: 4
Frontier orbital gap (spin up / spin down), eV: 6.600 / 5.909
E_LUMO (spin up / spin down), eV: -3.84 / -5.96
Total charge: +1
M, Da: 543.643
Highest occupied orbital energy (spin up / spin down), eV: -10.44 / -11.87

Element x y z (Å)
1 O 2.90773 -3.48534 -3.99924
2 C 2.37302 -4.37024 -5.06262
3 C 3.72674 -4.63130 -5.70404
4 H 1.65827 -3.85275 -5.71712
5 H 1.91199 -5.27981 -4.64689
6 C 4.23553 -3.69028 -4.58969
7 H 3.82622 -4.23126 -6.71534
8 H 4.06250 -5.66624 -5.62827
9 C 4.80945 -2.44032 -5.21151
10 H 4.02224 -1.90067 -5.74455
11 H 5.56981 -2.72882 -5.94953
12 H 5.26468 -1.80594 -4.44643
13 C 5.19627 -4.36872 -3.62294
14 H 4.73137 -5.22295 -3.11260
15 H 5.54971 -3.63708 -2.88583
16 H 6.07032 -4.72630 -4.18340
17 Re 0.83262 -0.82174 -0.24355
18 C 0.52361 -1.11610 1.85678
19 C -0.62950 -1.54758 1.12773
20 C -0.22894 -2.61696 0.25056
21 H -1.64076 -1.18745 1.29223
22 C 1.18712 -2.82404 0.40842
23 C 1.64704 -1.90712 1.41731
24 H 2.66328 -1.84585 1.80260
25 H 0.50918 -0.33700 2.61665
26 H -0.89805 -3.21450 -0.35159
27 H 1.78914 -3.56527 -0.10669
28 C 1.33782 1.67078 0.33157
29 C 2.33774 0.71755 0.68470
30 C 2.82612 0.09191 -0.53214
31 H 2.73770 0.56699 1.68374
32 C 2.08071 0.66852 -1.62638
33 C 1.16987 1.63076 -1.07815
34 H 0.51792 2.27529 -1.65623
35 H 0.80852 2.32427 1.01776
36 H 3.67466 -0.57760 -0.61969
37 H 2.29789 0.52211 -2.67342
38 O 0.93361 -1.66688 -5.17658
39 C 1.07942 -1.52595 -3.74944
40 C 0.28005 -2.64944 -3.04782
41 H 0.62753 -0.55036 -3.46800
42 H 2.14390 -1.48407 -3.48935
43 C -0.77123 -3.03125 -4.10803
44 H -0.19682 -2.25170 -2.12577
45 H 0.96046 -3.46548 -2.76374
46 C -0.42170 -2.17252 -5.34544
47 H -1.78094 -2.78133 -3.76441
48 H -0.73399 -4.10834 -4.32112
49 H -1.12944 -1.31626 -5.38483
50 H -0.50282 -2.73770 -6.29041
51 F -2.20220 -0.93171 -1.29711
52 C -1.20674 -0.00075 -1.13694
53 F -1.09162 0.64175 -2.34873
54 F -1.69934 0.93837 -0.24760

These are the Löwdin partial charges, in e, on atoms 1 to 6: O -0.137; C -0.138; C -0.072; H 0.109; H 0.124; C -0.571